Computed, not measured: a structure of composition C47H31IN6Pd, with ωB97M-V with the def2-TZVPD basis set.

Element x y z (Å)
Pd 0.258 -0.018 -0.429
C -6.996 0.150 -2.741
C -6.350 1.378 -2.696
C -5.032 1.458 -2.272
C -4.344 0.310 -1.888
C -4.997 -0.918 -1.935
C -6.317 -0.998 -2.358
C -2.927 0.371 -1.422
C -2.692 0.204 -0.072
C -3.708 0.101 0.947
C -3.081 0.151 2.139
C -1.651 0.261 1.883
C -0.617 0.197 2.848
C -0.740 0.857 4.194
C 0.391 1.026 5.004
C 0.323 1.668 6.232
C -0.870 2.205 6.680
C -1.980 2.137 5.854
C -1.910 1.495 4.627
C 0.562 -0.495 2.523
N 1.078 -0.650 1.277
C 2.151 -1.499 1.343
C 3.027 -1.772 0.313
C 4.134 -2.743 0.550
C 5.171 -2.459 1.435
C 6.201 -3.368 1.632
C 6.203 -4.574 0.944
C 5.174 -4.864 0.058
C 4.147 -3.953 -0.141
C 2.966 -1.166 -0.957
C 4.027 -1.178 -1.934
C 3.625 -0.395 -2.963
C 2.291 0.058 -2.655
N 1.951 -0.405 -1.411
C 1.426 0.711 -3.520
C 0.056 0.870 -3.293
C -0.915 1.209 -4.296
C -2.140 1.023 -3.742
C -1.927 0.618 -2.379
N -0.596 0.539 -2.142
C 1.955 1.190 -4.831
C 2.095 2.554 -5.069
C 2.588 3.007 -6.284
C 2.939 2.103 -7.276
C 2.794 0.741 -7.050
C 2.303 0.289 -5.833
C 2.260 -1.987 2.704
C 1.318 -1.356 3.429
N -1.465 0.254 0.543
H -8.025 0.088 -3.071
H -6.876 2.278 -2.989
H -4.530 2.418 -2.226
H -4.459 -1.811 -1.640
H -6.813 -1.960 -2.392
H -4.765 -0.004 0.764
H -3.535 0.030 3.106
H 1.358 0.705 4.657
H 1.224 1.772 6.824
H -0.923 2.713 7.634
H -2.909 2.608 6.151
H -2.774 1.542 3.992
H 5.169 -1.514 1.966
H 7.005 -3.132 2.318
H 7.008 -5.283 1.094
H 5.167 -5.804 -0.480
H 3.343 -4.177 -0.832
H 4.959 -1.710 -1.830
H 4.167 -0.163 -3.865
H -0.684 1.507 -5.306
H -3.101 1.144 -4.215
H 1.819 3.257 -4.293
H 2.697 4.070 -6.456
H 3.324 2.458 -8.224
H 3.056 0.030 -7.822
H 2.181 -0.773 -5.656
H 2.969 -2.724 3.046
H 1.088 -1.508 4.470
I 1.380 -6.287 -2.167
C 0.489 -4.749 -1.148
C 0.332 -4.641 0.213
N -0.278 -3.458 0.419
N -0.519 -2.784 -0.710
C -0.066 -3.564 -1.675
H 0.624 -5.290 1.022
H -0.500 -3.020 1.298
H -0.122 -3.243 -2.704

## Properties
Net charge: 0
E in eV: -69764.420
E_HOMO in eV: -6.8
Gap between HOMO and LUMO in eV: 5.6
Multiplicity: 1